(1)
{"formula": "C4H11NO2", "method": "the ωB97M-V functional and the def2-TZVPD basis", "symbols": ["C", "H", "H", "H", "H", "H", "H", "C", "C", "H", "H", "H", "O", "N", "H", "H", "C", "O"], "positions_angstrom": [[2.1001, -0.4955, 0.6320], [-1.2686, 0.5007, -1.9947], [-0.7514, 0.0676, 1.0148], [-2.9593, 1.0049, -0.1087], [1.6392, 0.2465, 1.2987], [2.1911, -0.0169, -0.3473], [-1.2000, 2.5494, 1.1970], [-1.9050, 0.8829, -0.0156], [-0.9337, 1.7854, 0.4816], [2.0887, -2.5488, -0.0303], [-1.8308, -0.8550, -1.1616], [-0.3290, -0.2213, -0.9238], [0.2662, 1.8100, 0.0053], [-1.3091, 0.0335, -1.0819], [3.1133, -0.7002, 1.0506], [1.2470, -2.2093, 1.4366], [1.3689, -1.8542, 0.3913], [0.1640, -1.8055, -0.3545]], "homo_ev": -7.79, "e_tot_ha": -364.00172, "homo_lumo_gap_ev": 6.82, "e_lumo_ev": -1.0}

(2)
{"formula": "C41H36N5P2PtS", "method": "the ωB97M-V functional and the def2-TZVPD basis", "symbols": ["C", "H", "C", "C", "H", "N", "C", "H", "H", "C", "C", "C", "S", "C", "H", "H", "H", "C", "H", "H", "P", "C", "H", "C", "H", "C", "C", "C", "C", "H", "H", "H", "C", "C", "N", "C", "H", "C", "C", "H", "C", "Pt", "C", "H", "H", "H", "H", "H", "C", "C", "H", "C", "N", "C", "C", "N", "C", "C", "C", "C", "H", "C", "C", "C", "C", "C", "H", "C", "H", "H", "H", "C", "H", "C", "P", "H", "C", "C", "H", "H", "H", "H", "H", "H", "N", "H"], "positions_angstrom": [[2.5338, 3.9786, -2.9831], [-6.6576, 0.7662, -0.0187], [-0.6607, 4.1810, 1.7973], [-5.3609, 2.9688, 1.7532], [-6.2574, 3.5675, 1.6578], [0.5164, -0.1721, 2.0380], [6.3580, -1.4909, -0.7901], [-1.0639, 2.7414, -2.3356], [1.2930, 0.8633, -2.5621], [-2.8787, 0.3995, -0.9482], [1.7187, 0.6606, 3.9259], [3.1697, 3.1161, -0.8305], [-6.6467, -2.7958, -0.0012], [-4.2370, 0.1683, -0.8765], [-2.1325, 0.9102, 2.2071], [3.7022, 3.2440, 0.1052], [-4.9028, 0.8353, -1.4068], [5.2018, -1.9455, -1.4098], [1.1434, 6.4326, 4.3461], [3.0814, -1.7180, -1.5912], [2.4209, 0.5815, 0.0666], [-2.4341, -1.5036, 0.2798], [-2.3964, 5.8895, 0.2854], [0.6401, 5.7941, 3.6321], [-1.0636, -1.4628, 2.4235], [1.7962, 1.7934, -2.3134], [-3.0425, 1.4767, 2.0553], [5.0934, 0.1269, 0.4645], [-1.7553, 4.1995, -0.9034], [-2.4917, 1.2421, -1.5031], [-2.9093, 7.2860, -1.6737], [7.2071, -0.1240, 0.6327], [-4.1941, 3.3775, 1.1213], [0.4903, 4.8802, 1.4153], [-0.4180, 2.0658, -0.0081], [-0.3084, -0.8489, 2.8879], [5.2482, -2.7574, -2.1223], [-2.2838, 5.8035, -3.0958], [1.5390, 0.5639, 2.5433], [-6.2769, 1.5152, 3.0374], [-0.1688, -0.7882, 4.2409], [-0.0075, 0.2884, 0.1269], [6.3032, -0.4645, 0.1464], [5.0838, 0.9313, 1.1896], [1.3475, 2.6735, -4.2111], [0.9984, 0.0716, 5.8408], [-1.6868, -2.1858, 0.6672], [3.7462, 5.0427, -1.5707], [3.9833, -1.3610, -1.1083], [-1.1452, 4.2757, 3.1013], [-2.4890, 6.4320, -3.9520], [-4.7089, -0.9357, -0.1720], [2.4114, 1.1654, 1.6649], [-1.4992, 3.7214, -2.1891], [-5.3707, 1.8169, 2.5287], [-6.9953, -0.1805, -0.0567], [-3.0252, 2.6347, 1.2773], [-2.2465, 5.4939, -0.7127], [-4.2104, 1.0634, 2.6718], [-6.1678, -1.2375, -0.0569], [3.2528, 1.5020, 2.1151], [0.8619, 0.0004, 4.7695], [3.1937, 4.1347, -1.7721], [1.8393, 2.8056, -3.2564], [-2.5212, 6.2864, -1.8144], [1.1336, 5.6884, 2.3334], [-0.8764, 5.1875, 5.0222], [-0.4925, 5.0910, 4.0158], [-4.2177, 0.1687, 3.2811], [-1.5605, 4.1694, -4.2825], [2.5420, 1.2476, 4.3101], [-1.7646, 4.5289, -3.2829], [-0.8311, -1.3571, 4.8767], [2.4623, 1.9476, -1.0980], [-1.4824, 3.2006, 0.5523], [-2.0367, 3.7396, 3.4008], [3.9365, -0.3206, -0.1787], [-3.7657, -1.7968, 0.3973], [-4.0818, -2.6921, 0.9143], [-4.2055, 4.2751, 0.5174], [-7.9926, -0.3277, -0.0443], [2.0111, 6.2494, 2.0411], [0.8640, 4.8025, 0.3999], [7.3111, -1.9395, -1.0355], [-1.9742, -0.4064, -0.3671], [2.5797, 4.7648, -3.7247]], "charge": 3, "homo_ev": [-15.03, -15.03], "e_tot_ha": -3057.00044, "homo_lumo_gap_ev": [4.31, 4.28], "e_lumo_ev": [-10.7, -10.8]}

(3)
{"formula": "C5H11NO", "method": "the ωB97M-V functional and the def2-TZVPD basis", "symbols": ["N", "H", "H", "C", "H", "H", "C", "H", "H", "C", "C", "H", "H", "O", "C", "H", "H", "H"], "positions_angstrom": [[-0.0005, 0.1848, 0.4304], [0.8871, -2.7018, -1.1548], [-1.8311, 1.2035, -1.2468], [0.5421, -2.1776, -0.2388], [1.6506, -0.3856, -0.8837], [-2.5741, -1.5355, 1.9465], [1.1239, -0.1584, 1.2571], [-2.1412, -1.1172, 1.5075], [0.8994, -0.7843, 2.1173], [-0.8038, 1.5129, -1.4607], [0.0230, 1.5076, -0.1849], [-0.3949, 2.2106, 0.5447], [-0.8222, 2.5109, -1.9096], [-0.1277, -2.7478, 0.5876], [0.9823, -0.7549, -0.1037], [1.9163, 0.5800, 1.3870], [1.0572, 1.8361, -0.3974], [-0.3866, 0.8168, -2.1975]], "homo_ev": -9.53, "e_tot_ha": -327.01579, "homo_lumo_gap_ev": 10.45, "e_lumo_ev": 0.9}

(4)
{"formula": "C33H31Br2CrN6OSSb", "method": "the ωB97M-V functional and the def2-TZVPD basis", "symbols": ["H", "C", "H", "C", "C", "H", "C", "H", "H", "C", "C", "H", "H", "C", "O", "C", "H", "H", "C", "H", "H", "H", "H", "C", "C", "C", "N", "N", "C", "H", "H", "C", "H", "C", "H", "S", "H", "C", "Sb", "H", "C", "H", "C", "C", "N", "C", "H", "C", "H", "H", "H", "C", "H", "N", "C", "C", "H", "C", "N", "C", "C", "C", "C", "H", "H", "Cr", "H", "C", "H", "H", "C", "C", "Br", "Br", "C", "N"], "positions_angstrom": [[-1.8316, 2.2518, 5.0104], [-0.7280, -3.1823, 3.0284], [-2.7248, -0.5167, 1.9707], [-0.0104, -2.9440, 4.1636], [-1.0804, 1.5175, 3.1504], [-2.2807, -0.1361, -5.1554], [-1.3866, 2.5127, 4.0615], [-1.8208, 1.1192, -3.9829], [1.4056, -2.0364, -5.1616], [2.7643, -0.6158, 5.1059], [4.7299, 0.2585, -4.7575], [-0.5591, -2.9160, -0.1979], [-2.0958, -3.0474, -4.5312], [3.9842, 1.4367, -4.7436], [1.9483, 0.6810, 1.8025], [-1.2706, -2.7943, 0.6214], [2.2491, -2.0354, -0.1600], [5.1573, -1.5954, -3.7640], [3.0935, 1.6807, -3.7205], [-1.2936, 0.4829, 3.3847], [0.7493, 4.1807, -0.0079], [-4.8942, 0.0463, 2.9894], [0.8508, -0.4170, -5.6246], [2.9105, 0.7331, -2.7120], [-5.4920, 1.3451, 1.3931], [-1.6591, -3.0029, -3.5352], [-0.5123, 1.7576, 1.9721], [3.4059, -1.3994, -1.7538], [3.6392, -0.4603, -2.7563], [-5.8063, 2.5929, -0.3238], [-3.6078, 2.0567, -1.3343], [-0.4986, 4.0956, 2.5178], [3.9543, -2.2449, -1.7524], [4.5692, -0.6860, -3.7636], [-0.2019, 5.0964, 2.2356], [-1.5375, 0.3049, -0.6025], [3.4669, -0.4384, 5.9078], [-0.2160, 3.0437, 1.6540], [-0.5018, -1.1852, -3.3685], [2.5296, 2.6013, -3.6700], [-5.1284, 1.9177, 0.1815], [-6.4610, 1.5620, 1.8216], [0.9916, -1.0952, 3.0080], [-3.3888, 0.1787, 1.4726], [1.5417, 2.1134, -1.3247], [0.5299, -1.3973, -5.2737], [4.1093, 2.1625, -5.5347], [1.9319, -0.0285, 2.8943], [-1.9819, -2.0382, 0.2994], [-2.4564, -2.9914, -2.7935], [-1.3162, 4.6307, 4.4275], [2.8130, 0.1676, 3.9531], [5.4520, 0.0857, -5.5433], [0.8041, 2.1129, -0.1869], [-0.5673, -2.3838, 1.8754], [0.4787, 3.2120, 0.3943], [-1.4257, -4.0071, 2.9934], [2.4440, -1.2224, -0.8487], [0.2174, -1.3061, 1.8936], [-3.0279, 0.7419, 0.2509], [-4.6156, 0.4884, 2.0412], [-3.9021, 1.6179, -0.3896], [2.0195, 0.9388, -1.5883], [-1.0313, -3.8787, -3.3805], [-0.1266, -3.5705, 5.0368], [0.3806, 0.4624, 0.6631], [-2.9826, -0.1309, -3.5148], [0.9402, -1.9039, 4.1660], [-1.8038, -3.7301, 0.7742], [-0.1355, -1.8460, -6.0095], [-1.0935, 3.8295, 3.7371], [-2.0902, 0.0715, -4.1041], [1.8246, -2.6791, 6.7894], [4.0925, 1.5427, 3.7596], [1.8381, -1.6203, 5.2163], [1.7279, -0.1477, -0.7464]], "charge": 1, "homo_ev": [-9.99, -10.03], "multiplicity": 2, "e_tot_ha": -8510.68329, "homo_lumo_gap_ev": [5.93, 6.15], "e_lumo_ev": [-4.1, -3.9], "s_squared": 0.7715}

(5)
{"formula": "C23H26As2CoF3O5S", "method": "the ωB97M-V functional and the def2-TZVPD basis", "symbols": ["C", "H", "H", "H", "C", "C", "F", "H", "C", "H", "H", "C", "H", "H", "H", "C", "O", "As", "Co", "C", "H", "H", "C", "As", "F", "H", "H", "H", "O", "H", "C", "C", "C", "C", "H", "C", "C", "H", "H", "C", "C", "H", "C", "H", "O", "H", "C", "C", "C", "H", "C", "H", "H", "H", "S", "O", "F", "C", "C", "H", "O"], "positions_angstrom": [[-2.0705, -2.9524, -2.1278], [3.1038, 2.4825, 1.8990], [0.0491, 2.2761, -2.5900], [-1.3269, 0.0551, 3.6268], [-0.2836, 3.1824, -2.1012], [2.0189, -3.5557, -1.1879], [2.5803, -4.5336, -1.9131], [-2.4970, 4.1302, 0.2576], [1.7622, -0.2811, 1.5349], [-2.7365, 0.3623, 2.5591], [-2.6340, -3.6544, -0.0964], [-1.2878, 3.0881, -1.1441], [0.5603, -3.1955, 2.8020], [2.4685, 2.5184, -1.1427], [1.0676, 4.4794, -3.1436], [-1.7206, 4.2356, -0.4895], [-1.4241, 0.7697, -1.4606], [-1.0471, -1.0530, 1.3657], [-1.6447, -1.0757, -1.0220], [-0.1536, 5.5578, -1.7450], [-3.9517, -0.2276, -2.3631], [-1.2614, 1.2852, 2.3221], [1.2604, -2.4138, 2.5411], [1.1445, 1.3463, 0.6240], [0.9866, -4.1037, -0.5203], [3.4625, 1.2027, -0.4730], [-4.3687, -1.5811, -0.1023], [3.8295, 0.2881, 1.6014], [2.6802, -1.4461, -2.5486], [2.1767, 0.8237, -1.6272], [-3.4990, -1.1705, -2.0984], [3.0993, -0.4678, 1.8679], [2.4629, 1.4798, -0.8084], [2.0275, 2.6451, 1.8290], [0.2914, 6.5184, -1.9767], [-1.8749, 1.7428, -0.7664], [-1.1571, 5.4670, -0.7888], [-1.6228, -2.5424, 3.3757], [4.5692, -1.7426, 2.7694], [-2.4883, -1.8372, -2.8640], [0.2815, 4.4138, -2.4005], [-1.4638, -3.5208, 1.8944], [2.5971, -2.5855, 2.8651], [-1.2572, -3.6070, -2.3922], [0.5656, -1.4387, -1.3360], [-2.9103, -2.5355, 2.1508], [3.5212, -1.6100, 2.5288], [-1.8326, -2.5836, 2.3070], [-3.7207, -1.8818, -0.9104], [2.9161, -3.4901, 3.3690], [0.8286, -1.2665, 1.8793], [-2.0872, -1.5109, -3.8097], [1.5921, 2.5874, 2.8268], [-1.4969, 6.3579, -0.2736], [1.4581, -2.1452, -2.2485], [0.8083, -2.8117, -3.3479], [2.9219, -3.1630, -0.2777], [-2.7696, -2.9423, -0.8941], [-1.6506, 0.3148, 2.6188], [1.8425, 3.6418, 1.4251], [-2.6950, 1.6743, 0.1513]], "charge": -1, "homo_ev": [-4.65, -5.56], "multiplicity": 2, "e_tot_ha": -7820.45287, "homo_lumo_gap_ev": [7.45, 8.37], "e_lumo_ev": [2.8, 2.8], "s_squared": 0.8688}

(6)
{"formula": "C7H9N3O2", "method": "the ωB97M-V functional and the def2-TZVPD basis", "symbols": ["H", "H", "H", "C", "H", "H", "C", "H", "N", "C", "H", "C", "N", "C", "C", "H", "C", "O", "O", "H", "N"], "positions_angstrom": [[2.2170, 0.4324, -1.8017], [2.7907, 1.4745, 2.0397], [0.8015, 1.3502, -1.3947], [1.3566, 0.4123, -1.1147], [-1.8593, 2.9544, 0.1948], [2.5987, 2.3630, 0.2285], [1.7806, 0.4715, 0.3722], [0.8026, -0.4362, -1.3095], [-2.3575, -0.0740, -0.3444], [-1.0929, -0.0430, 0.0897], [-0.8461, -3.4059, 0.3673], [-1.8591, 1.9087, 0.1111], [-2.8573, 1.1298, -0.2537], [-0.5544, -1.3690, 0.3552], [-1.3111, -2.5653, -0.0355], [-2.2951, -2.4751, 0.3478], [2.5335, 1.4931, 0.8767], [0.6369, -1.4985, 0.8682], [-0.7184, 1.1714, 0.3539], [-1.4096, -2.6375, -1.0557], [1.6426, -0.6568, 1.1048]], "homo_ev": [-8.35, -7.39], "e_tot_ha": -586.64823, "homo_lumo_gap_ev": [7.81, 6.58], "e_lumo_ev": [-0.5, -0.8]}

> What is the formula in the sixth record?

C7H9N3O2